(1)
Entry from the Open Molecules 2025 dataset: a single C10H17P molecule in a non-equilibrium geometry (the ωB97M-V functional and the def2-TZVPD basis).

Last column: Mulliken charge in e.
Element x y z (Å)
C: -2.47484 0.00741 1.16863  -1.54
C: -1.62241 -0.11096 -0.05439  0.52
C: -2.52740 0.21548 -1.22503  -1.65
C: -0.54778 0.95110 -0.05475  -0.02
C: -0.66631 2.31582 -0.04618  -0.30
C: 0.48281 3.01342 -0.15046  -0.58
P: 1.87102 1.95862 0.00772  -0.22
C: 1.19805 0.43684 -0.34547  -0.34
C: 1.67202 -0.98780 -0.19220  1.12
C: 3.11299 -1.01590 -0.49038  -1.79
C: 1.51692 -1.38176 1.30430  -1.38
H: -2.64806 1.06226 1.34212  0.35
H: -1.83592 -0.21793 2.10659  0.32
H: -3.42363 -0.60725 1.02385  0.40
H: -1.23641 -1.05348 -0.07704  0.67
H: -3.50754 0.56620 -0.98707  0.39
H: -2.57833 -0.65985 -1.80118  0.39
H: -2.24085 1.02660 -1.91590  0.37
H: -1.69422 2.74070 -0.01945  0.34
H: 0.68391 4.08747 -0.09532  0.37
H: 2.51141 2.46637 -1.11980  0.03
H: 1.07798 -1.76551 -0.85135  0.30
H: 3.39332 -0.87576 -1.58625  0.33
H: 3.31437 -2.07742 -0.30360  0.48
H: 3.76677 -0.33246 0.23104  0.34
H: 0.94680 -2.34680 1.35994  0.27
H: 0.89643 -0.72085 1.75711  0.39
H: 2.47247 -1.61420 1.78938  0.43

For the highest occupied orbital energy, the calculation gives -7.25 eV. As for the SMILES: CC(C)C1=CC=[PH]=C1C(C)C. The calculation puts the HOMO-LUMO gap at 7.412 eV. For the LUMO energy, the calculation gives 0.006 hartree. As for the largest force on an atom: 7.23 eV/A. The calculation puts the energy relative to the best compared isomer or geometry (same formula, charge and spin) at 328.7 kJ/mol.

(2)
Entry from the Open Molecules 2025 dataset: a 2-piece molecular cluster, C5H12FNP overall (the ωB97M-V functional and the def2-TZVPD basis).

Last column: Mulliken charge in e.
Element x y z (Å)
C: -1.10475 -0.55330 0.80461  -0.53
C: -2.47411 0.01985 0.40920  -0.71
C: -0.93257 0.73332 -1.20927  -0.67
C: -0.23596 -0.25415 -0.35621  0.41
C: 2.11460 -1.54408 0.71805  -0.91
N: -2.12787 1.09836 -0.50028  -0.34
F: 2.89914 1.98287 0.06581  -0.37
P: 1.21106 -1.07408 -0.79956  0.16
H: -0.69709 -0.00126 1.66168  0.31
H: -1.14110 -1.60455 1.08636  0.47
H: -3.08885 -0.75726 -0.06429  0.31
H: -3.02041 0.42255 1.26270  0.33
H: -0.31296 1.62133 -1.38767  0.39
H: -1.12203 0.29546 -2.20584  0.35
H: 2.49689 -0.65073 1.20683  0.33
H: 2.94710 -2.19420 0.45222  0.38
H: 1.45538 -2.08730 1.39396  0.32
H: -2.89053 1.41500 -1.08365  0.26
H: 3.51671 2.66938 0.21148  0.38
H: 1.94779 -0.09671 -1.45387  0.12

Its total charge is +1. For the highest occupied orbital energy, the calculation gives -12.85 eV. The calculation puts the HOMO-LUMO gap at 7.194 eV. For the LUMO energy, the calculation gives -0.208 hartree. As for the largest force on an atom: 0.80 eV/A. The calculation puts the energy relative to the best compared isomer or geometry (same formula, charge and spin) at 47.4 kJ/mol.

(3)
Entry from the Open Molecules 2025 dataset: a 2-piece molecular cluster, C21H19Cl2N2O overall in a non-equilibrium geometry (the ωB97M-V functional and the def2-TZVPD basis).

Last column: Mulliken charge in e.
Element x y z (Å)
O: -0.43361 1.24475 2.42735  -0.65
C: 0.67143 0.72483 2.28804  0.15
C: 1.05723 -0.51773 3.09655  -0.46
C: 2.56249 -0.81383 3.07315  -0.72
C: 3.13046 -0.73102 1.66132  -0.72
C: 3.02669 0.70235 1.12200  -0.85
C: 1.70427 1.34932 1.39147  0.98
N: 1.68549 2.70377 1.48945  0.75
N: 1.79835 3.85127 1.52919  -0.94
H: 0.71896 -0.39001 4.14450  0.30
H: 0.47356 -1.37025 2.69446  0.27
H: 3.06899 -0.07061 3.70425  0.30
H: 2.75785 -1.80421 3.50669  0.34
H: 4.18127 -1.02905 1.67922  0.36
H: 2.60663 -1.40364 0.97794  0.33
H: 3.82204 1.29505 1.62116  0.39
H: 3.21752 0.70771 0.03072  0.21
Cl: 4.51062 6.14414 -3.76938  -0.15
C: 3.34715 5.10299 -3.05708  0.44
C: 2.66872 5.48692 -1.88278  -0.77
C: 1.68983 4.65465 -1.35366  -0.20
C: 1.37644 3.39903 -1.94883  0.56
C: 0.40365 2.49662 -1.40807  -0.14
C: -0.23109 1.54637 -2.21215  -0.07
C: -1.44614 0.96884 -1.89678  -0.42
C: -2.23488 0.16407 -2.79568  0.63
C: -3.54684 -0.26400 -2.42595  -0.35
C: -4.31154 -1.08940 -3.24858  -0.73
C: -3.76969 -1.53959 -4.47024  0.49
Cl: -4.66893 -2.61035 -5.45658  -0.15
C: -2.49644 -1.10838 -4.89713  -0.89
C: -1.75104 -0.26196 -4.07157  -0.17
C: 2.05590 3.07399 -3.15489  -0.39
C: 3.00343 3.91177 -3.71593  -0.85
H: 2.90667 6.46260 -1.43942  0.40
H: 1.11501 5.00083 -0.48528  0.51
H: -0.00276 2.71800 -0.42704  0.61
H: 0.22829 1.29689 -3.17185  -0.08
H: -1.81999 1.17502 -0.89496  0.41
H: -3.94865 0.08562 -1.47375  0.38
H: -5.32340 -1.38917 -2.97009  0.41
H: -2.11382 -1.43631 -5.86145  0.41
H: -0.77107 0.06606 -4.40840  0.31
H: 1.81325 2.15269 -3.68335  0.33
H: 3.45830 3.65462 -4.67945  0.40

Its total charge is +1. For the highest occupied orbital energy, the calculation gives -11.38 eV. The calculation puts the HOMO-LUMO gap at 5.681 eV. For the LUMO energy, the calculation gives -0.210 hartree. As for the largest force on an atom: 4.06 eV/A. The calculation puts the energy relative to the best compared isomer or geometry (same formula, charge and spin) at 0.0 kJ/mol.